Entry 1:
The following is a DFT calculation (the ωB97M-V functional and the def2-TZVPD basis) of C15H15AsO9ReS3 as an isolated structure.

Summary:
energy relative to the best compared isomer or geometry (same formula, charge and spin) = 1.7893 eV
spin multiplicity = 4

Cartesian coordinates (Å):
C  -5.05961  1.71396  -0.20721
H  4.78731  1.78237  -2.98505
C  -3.17976  2.89707  -1.09638
H  1.98101  0.04051  3.81310
H  -5.15717  3.69727  -1.01982
H  -1.94537  -5.07521  0.65972
H  -1.55836  -4.24102  2.96009
S  -0.64550  2.09101  -1.26207
H  5.29328  2.98480  -1.78791
As  1.89137  -0.81947  1.69926
H  3.87852  3.54882  0.36713
C  -0.43580  -3.82710  -0.19439
O  1.34962  -0.54014  3.38204
C  0.70151  -2.34378  1.32662
H  0.14668  -2.50914  3.38270
O  -2.73066  -1.50619  0.69518
C  -2.33123  1.82042  -0.80076
C  -1.18149  -4.33856  0.85600
H  -2.75454  3.76285  -1.57684
C  -4.23926  0.63814  0.06299
O  1.86778  -3.14319  -2.13603
H  2.40861  3.66290  -0.65917
H  -4.63367  -0.26848  0.49822
C  -2.11540  -0.55986  0.24380
C  -2.86925  0.67420  -0.20617
C  0.48159  -2.82358  0.04972
O  3.47878  -0.98760  1.86758
O  2.31235  -1.18688  -0.74168
H  -6.11125  1.66469  0.03157
C  -0.01123  -2.89052  2.38387
C  4.44133  2.48549  -2.23496
O  2.27059  1.21126  -1.73584
O  0.36001  -1.22985  -2.08621
O  1.45513  0.71842  1.03916
H  2.39500  2.68700  0.82338
H  3.77249  3.20820  -2.69006
O  -0.82865  -0.55038  0.17789
Re  0.71269  0.24219  -0.74131
S  3.52580  1.54809  -0.94257
C  -0.96414  -3.86734  2.14032
C  3.00392  3.03179  -0.00829
S  1.32151  -2.09554  -1.33905
C  -4.52368  2.85185  -0.79412
H  -0.56086  -4.15948  -1.21445

=====

Entry 2:
The following is a DFT calculation (the ωB97M-V functional and the def2-TZVPD basis) of C15H15AuBBrF2N3OS as an isolated structure.

Summary:
net charge = +1
energy relative to the best compared isomer or geometry (same formula, charge and spin) = 3.6158 eV
spin multiplicity = 1

Cartesian coordinates (Å):
C  1.58116  -3.24470  -1.68155
F  -3.34062  0.80490  -1.96743
H  2.64202  -3.08328  -1.79864
C  -1.22497  -3.34342  -1.38108
C  -2.35127  2.41265  2.22268
H  1.48942  -5.37946  -1.78811
H  4.82696  1.50579  -1.13350
F  -2.95368  -1.25061  -2.86507
H  4.09224  3.06553  -0.95695
C  -0.41226  0.84603  3.39920
C  0.92846  -4.46351  -1.67111
C  -1.58372  1.60057  1.41701
N  3.99620  2.07139  -1.06413
H  1.81619  -1.34015  1.86020
S  0.87299  -0.22986  3.83377
N  0.78298  -2.18819  -1.53202
C  0.38997  1.85414  -1.80462
H  -1.72935  1.56508  0.34461
C  -1.19158  1.66582  4.21503
C  -0.46196  -4.49415  -1.52225
C  -0.47057  -2.18421  -1.39572
H  1.80712  3.40792  -1.21763
C  1.05116  -0.63836  2.16791
H  -1.04417  1.69258  5.28616
N  0.25083  -0.06104  1.33697
Au  0.41832  -0.16942  -1.44187
H  -2.29507  -3.36712  -1.27276
C  -2.15702  2.44315  3.61176
O  2.69973  0.25635  -1.30560
H  -0.52631  2.37959  -1.54459
H  1.34218  2.33329  0.09034
C  1.57238  2.36684  -0.98033
B  -3.22721  -0.49358  -1.82268
Br  -3.47455  -1.29564  -0.10516
C  2.79820  1.49255  -1.14957
H  -2.77594  3.08854  4.22063
C  -0.60153  0.80481  2.01275
H  0.54920  1.98407  -2.87441
H  -0.96827  -5.45073  -1.52351
H  -3.11769  3.03580  1.78125

=====

Entry 3:
The following is a DFT calculation (the ωB97M-V functional and the def2-TZVPD basis) of C15H15AuN2OS3Te as an isolated structure.

Summary:
net charge = -2
energy relative to the best compared isomer or geometry (same formula, charge and spin) = 0.0000 eV
spin multiplicity = 1

Cartesian coordinates (Å):
C  -3.46695  1.69951  -0.97277
N  1.79308  -2.59050  -1.21198
C  -4.85075  1.74794  -0.96591
C  0.58575  -1.81236  -0.86220
H  0.74559  -5.04657  -0.76302
Au  -0.29582  0.19258  2.13822
S  2.82538  0.89591  0.12231
S  -0.96195  1.22674  -0.05076
C  -4.81523  0.82620  1.24140
H  -0.88776  -3.29112  -1.42623
H  6.05938  -0.55064  -0.49121
C  0.94676  -4.43217  0.13155
C  5.09675  -0.23492  -0.10784
Te  2.02030  -0.58174  3.02459
H  1.15592  -5.09648  0.97236
H  -1.39030  -2.16283  -0.12650
H  0.82982  -1.21151  0.01317
H  2.37712  -2.94023  0.74396
H  -2.92148  2.04378  -1.84463
C  4.52586  -0.71105  1.10552
C  -0.56097  -2.74471  -0.52727
H  -5.38580  2.12752  -1.83072
C  3.28756  -0.18562  1.37573
O  -0.19491  -3.68656  0.47934
H  4.45468  1.13860  -1.69736
C  -3.41286  0.76668  1.25828
H  -5.33859  0.47582  2.12462
C  -5.53660  1.30337  0.16048
C  -2.71300  1.21775  0.10965
H  5.00435  -1.42913  1.75934
S  -2.65473  0.12822  2.71546
H  -6.62126  1.32629  0.19762
C  2.14101  -3.53176  -0.14358
H  3.01493  -4.11346  -0.43997
H  0.33092  -1.13162  -1.67081
C  1.95721  -2.99133  -2.46450
N  2.10470  -3.31237  -3.56916
C  4.28297  0.64903  -0.75137

=====

Entry 4:
The following is a DFT calculation (the ωB97M-V functional and the def2-TZVPD basis) of C15H15BBrI2N2O9P as an isolated structure.

Summary:
spin multiplicity = 1

Cartesian coordinates (Å):
N  1.63195  2.51712  -0.75536
C  -1.90366  -4.55197  -0.15739
H  1.73344  7.47166  0.73587
H  -2.83894  2.30172  -0.60105
C  -0.79125  -4.19314  -1.15114
H  -1.69426  5.74492  0.19839
H  2.04387  6.12027  -0.36055
N  1.46213  3.77822  -0.31898
C  -3.00953  3.29489  -0.18104
C  -0.18776  1.60520  0.41769
H  3.43609  -1.62505  1.09255
H  -2.39936  3.99637  -0.75761
P  0.25562  5.62295  1.25107
O  0.43991  -6.85670  0.42129
C  1.66956  -0.84679  0.13117
C  -1.54581  3.11913  1.83669
O  -0.04199  -5.24689  -1.34675
C  3.17769  -1.11137  0.17026
I  -4.42470  3.75281  2.48516
C  0.66399  -8.14929  0.18747
O  -0.63111  -3.10661  -1.65669
O  -0.94225  -7.51610  -1.36480
H  1.38299  -0.42759  1.09824
O  -2.75090  -3.80017  0.23627
H  2.40352  2.39323  -1.40043
H  3.73157  -0.17438  0.08828
C  1.28201  0.12932  -1.01261
H  -0.79452  0.75406  0.69057
H  1.12141  -1.77532  -0.00586
C  -0.42021  2.86192  0.91305
C  0.46398  3.92142  0.51368
C  -0.23850  -8.57983  -0.97846
C  0.91526  1.46196  -0.44411
I  -1.15009  3.09145  3.88498
O  1.43326  -8.84236  0.78173
B  -0.57435  -6.37295  -0.52412
H  0.61855  7.10101  -0.61750
H  3.45416  -1.76138  -0.65940
Br  -0.26764  -0.56005  -1.93487
H  -4.04871  3.53146  -0.38867
O  -1.27536  6.14185  0.97191
O  -0.30029  -9.67084  -1.45811
C  -2.74622  3.33513  1.30148
H  2.14157  0.25347  -1.67136
C  1.26687  6.68329  0.15386
O  -1.75200  -5.81608  0.18525

=====

Entry 5:
The following is a DFT calculation (the ωB97M-V functional and the def2-TZVPD basis) of C15H15Br2CaN4O2S as an isolated structure.

Summary:
net charge = +1
energy relative to the best compared isomer or geometry (same formula, charge and spin) = 0.3918 eV
spin multiplicity = 1

Cartesian coordinates (Å):
H  -3.00878  -3.64584  1.38027
H  3.78930  -3.29666  -0.67432
C  0.69882  2.02919  -2.41286
C  2.86656  -1.23016  1.26577
H  1.56399  3.10825  -4.04518
H  3.60353  -3.95057  2.26094
C  -3.09166  -0.66927  3.03809
C  3.08716  -3.55700  1.38892
Br  -1.57856  1.72501  2.58390
H  4.42451  -0.85472  0.00215
H  -2.19272  5.77517  -2.91975
H  -3.56738  -0.13883  3.84931
C  4.07115  -3.00726  0.33508
C  -3.42115  -1.98071  2.71453
C  0.77151  3.06355  -3.31257
N  -0.24537  1.90956  -1.49074
H  -0.19646  4.86520  -3.93056
H  -4.18125  -2.49377  3.29127
N  3.91965  -1.55540  0.51622
O  -1.32663  -3.73109  -0.49248
C  -0.21622  4.03261  -3.23606
H  5.09207  -3.32337  0.52247
C  -1.82376  -1.94247  0.95714
N  -1.50477  -0.66587  1.26620
C  -2.78503  -2.62841  1.66585
Ca  0.18538  0.07302  -0.08020
H  1.63072  -2.31259  2.46822
O  -0.14617  -1.81105  -0.73203
H  2.43664  -4.32452  0.98215
S  2.29876  0.35615  1.55985
C  -1.04793  -2.59375  -0.20068
Br  1.99423  0.63501  -2.44782
N  2.32339  -2.35169  1.74057
C  -2.12336  -0.06819  2.27026
H  -3.30252  4.54308  -2.32472
C  -1.22723  3.95451  -2.28824
C  -1.18966  2.86609  -1.43625
C  -2.31885  4.99087  -2.17531
H  -1.94663  2.74497  -0.66880
H  -2.31526  5.46095  -1.19060

=====

Entry 6:
The following is a DFT calculation (the ωB97M-V functional and the def2-TZVPD basis) of C15H15Br3Cl7I2MgN3O4 as an isolated structure.

Summary:
net charge = +2
spin multiplicity = 1

Cartesian coordinates (Å):
C  1.53268  2.19093  -0.62008
H  -0.89024  -0.81943  -1.09830
C  2.37674  0.00573  1.24070
H  -0.59832  -1.18764  0.64381
H  3.63776  1.84536  1.14604
C  -0.64398  -1.65636  -0.37585
Cl  -0.97918  7.07052  2.54784
I  3.72336  -2.52028  -1.48464
C  3.61155  1.13399  3.23991
Br  -0.40712  -0.53347  8.93633
Br  1.27650  -3.14601  8.16627
Cl  -3.20000  6.10138  0.97197
H  2.95710  0.22069  -2.21281
C  -1.49551  5.84984  1.37742
N  -3.75887  -0.07611  -5.17512
H  4.25604  1.98657  3.56596
N  3.15548  0.21838  4.13490
Cl  -3.31818  -5.42039  -1.30048
O  -1.77203  0.99477  -4.93275
C  1.91785  -1.51816  -0.78421
C  0.03978  -1.79770  7.54573
C  0.73730  -2.25310  -0.84701
C  1.90071  -0.97683  2.25645
Br  0.69513  -0.90854  5.94940
C  3.24863  1.04232  1.83007
N  -3.62968  2.18517  -5.45499
H  -1.47455  -2.41002  -0.44280
H  -0.87786  -2.30796  7.27114
C  -2.98288  1.03266  -5.17316
Cl  -1.28766  4.23079  2.08056
O  0.89462  0.87603  -0.66548
C  2.37197  -0.76252  3.62124
O  1.06377  3.10745  -0.10345
Cl  -4.71545  -4.96758  -3.80415
Cl  -2.66456  -3.10235  -2.93039
Mg  1.08680  0.73185  -2.51091
H  -2.43299  -5.38092  -3.47353
C  1.97621  -0.05144  -0.25581
H  -4.61215  2.23943  -5.65426
H  -3.08337  3.02955  -5.46349
H  1.22513  -1.81976  1.96881
I  0.66157  -4.29103  -1.57085
O  2.82798  2.04678  -1.28171
C  -3.18516  -4.79994  -2.94807
H  -3.31051  -0.95294  -4.97074
H  4.21032  0.53202  -0.74108
H  -4.74398  -0.06738  -5.36865
H  2.02191  -1.54250  4.37377
C  3.16784  0.60925  -1.12812
Cl  -0.51051  5.98888  -0.09544

=====

| no. | largest force on an atom (eV Å⁻¹) | E_tot (Ha) |
| --- | --- | --- |
| 1 | 5.42 | -4766.362459 |
| 2 | 2.45 | -4152.445282 |
| 3 | 0.22 | -2363.685324 |
| 4 | 1.51 | -4903.000646 |
| 5 | 2.31 | -7173.909813 |
| 6 | 4.39 | -12783.906565 |